9
Properties=species:S:1:pos:R:3:forces:R:3 method="wB97M-V/def2-TZVPD" charge=-1 spin_multiplicity=1 gap_ha=0.2660 homo_ev=-3.69 smiles="Cc1c([S-])c1=S" relative_energy_kcal_mol=47.30
C 0.874277 0.555231 0.908579 -2.55 0.40 3.03
C -0.041567 0.125120 -0.139109 -0.89 -1.24 -0.17
C -0.115572 -0.826711 -1.158582 0.36 0.76 -0.01
S 0.687557 -1.877556 -2.096800 0.49 -0.84 -0.61
C -1.236427 -0.139866 -0.713233 -4.65 0.88 1.41
S -3.370149 0.067242 -0.410813 4.01 -0.30 -0.67
H 0.834070 -0.145884 1.855056 0.52 0.96 -2.20
H 0.610083 1.542077 1.344591 -0.17 -0.42 -0.35
H 1.757727 0.700348 0.410310 2.87 -0.19 -0.42

---

72
Properties=species:S:1:pos:R:3:forces:R:3 method="wB97M-V/def2-TZVPD" charge=0 spin_multiplicity=1 gap_ha=0.2726 homo_ev=-6.97
C 3.349528 3.765574 -2.898126 0.66 -0.07 -0.30
C 2.331331 3.125432 -2.182113 -1.54 0.01 0.69
N 2.444194 1.774752 -1.967377 -0.88 -0.17 0.38
C 3.496826 1.068668 -2.353554 1.08 0.02 -0.49
C 4.525673 1.673618 -3.084423 -0.34 -0.98 0.44
C 4.433275 3.032292 -3.355145 -0.53 0.53 0.16
C 1.125676 3.803797 -1.724219 0.40 0.13 0.07
P -0.044220 3.062167 -0.595591 1.60 -0.45 -1.31
Sc 0.840177 0.745864 -0.755512 0.48 0.02 2.75
P 2.067214 -1.257107 -1.464047 0.05 1.56 0.03
C 3.628789 -0.389703 -1.872648 0.42 -0.09 -0.31
O -0.100368 2.966950 -4.242254 -0.09 0.20 -0.39
O 0.727871 0.446248 -4.716986 -0.43 0.26 -0.14
H 3.263003 4.828200 -3.073533 0.10 0.03 -0.06
H 5.367123 1.070166 -3.394391 0.06 0.11 -0.06
H 5.216059 3.530362 -3.915025 -0.01 -0.03 0.01
C 0.108003 3.649334 1.078163 -0.30 0.67 0.71
C -1.707811 3.341451 -1.137269 -0.95 0.64 0.04
H 4.160125 -0.998118 -2.612073 0.25 0.26 0.02
H 4.224698 -0.387864 -0.944332 -0.14 0.05 -0.28
H 0.274447 3.307062 -3.395400 0.11 0.09 0.33
H 1.118354 4.899723 -1.794935 0.17 -0.33 -0.10
C 2.370294 -2.352332 -0.111433 0.41 -0.96 0.59
C 1.511516 -2.136588 -2.869874 -0.09 -1.13 -1.12
H -0.457320 0.689058 -2.028476 1.19 -0.25 -3.35
H -0.121901 0.108724 -5.048926 0.42 0.14 0.18
H 0.549906 1.416460 -4.589223 0.05 -0.57 -0.11
H 0.150039 3.634731 -4.891673 -0.07 -0.09 -0.02
H 1.740715 0.915363 0.571984 2.08 0.54 2.12
H 0.286468 0.634045 -2.476419 -3.56 0.03 -0.66
H -0.142507 4.710583 1.074050 0.00 0.17 0.39
H -0.592563 3.101931 1.724012 0.13 0.18 -0.10
H 1.123996 3.503447 1.460413 -0.24 -0.04 -0.25
H -1.920591 4.402331 -1.000520 -0.44 0.08 -0.17
H -1.825948 3.070064 -2.192182 0.10 0.07 0.25
H -2.401630 2.742873 -0.530918 0.12 0.21 -0.13
H 2.258852 -2.897661 -3.101230 -0.15 -0.22 -0.39
H 0.543408 -2.619947 -2.663725 0.31 0.19 0.00
H 1.375515 -1.447092 -3.719192 0.15 -0.20 0.37
H 3.082152 -3.107657 -0.443756 0.09 -0.29 0.29
H 2.761045 -1.822845 0.768179 -0.14 0.00 -0.36
H 1.434115 -2.841624 0.192960 0.27 0.16 -0.16
O -2.067959 -1.100278 -1.645566 0.77 -0.43 3.69
C -1.734596 -1.180135 -0.421308 0.02 0.26 -0.72
N -2.378260 -1.820873 0.640408 -0.35 0.16 -2.87
C -1.758859 -1.627121 1.916806 0.19 0.69 0.21
C -0.492929 -0.823562 1.478113 0.49 0.15 0.42
O 0.422251 -0.437639 2.197774 -1.28 -0.82 -0.16
N -0.577010 -0.602484 0.142671 -0.81 -0.01 -1.20
C -2.671705 -0.743584 2.780291 0.08 -0.12 0.24
C -2.321370 0.536384 3.222277 -0.56 0.13 0.43
C -3.217270 1.274275 4.022748 0.00 -0.41 -0.34
C -4.462704 0.748612 4.364472 0.36 -0.44 -0.36
C -4.816731 -0.529092 3.901247 0.28 0.16 -0.14
C -3.928745 -1.266196 3.108202 -0.41 0.54 0.49
C -1.347907 -2.951569 2.528863 0.02 -0.22 0.31
C -1.557387 -3.213573 3.881662 0.29 -0.64 0.15
C -1.178456 -4.448697 4.430876 0.11 0.10 -0.35
C -0.575556 -5.424924 3.634863 -0.19 0.56 -0.29
C -0.356310 -5.157194 2.275000 -0.11 0.37 0.14
C -0.735266 -3.922503 1.721652 0.06 -0.69 0.55
H -3.257870 -2.275113 0.438147 0.11 0.04 0.44
H -1.361328 0.989519 2.988564 -0.08 -0.32 0.00
H -2.928773 2.264589 4.370937 -0.05 -0.20 -0.08
H -5.150076 1.320388 4.977002 0.04 -0.06 -0.03
H -5.789471 -0.945696 4.162518 0.24 0.07 -0.09
H -4.232819 -2.257803 2.766872 0.19 0.22 0.08
H -2.017210 -2.477269 4.535196 0.09 -0.05 -0.23
H -1.353801 -4.639345 5.487674 0.04 0.04 -0.20
H -0.281164 -6.376984 4.064157 -0.04 0.09 -0.07
H 0.114253 -5.917069 1.647002 -0.15 0.27 0.15
H -0.560501 -3.757792 0.657621 -0.18 0.12 0.27

---

85
Properties=species:S:1:pos:R:3:forces:R:3 method="wB97M-V/def2-TZVPD" charge=0 spin_multiplicity=1 gap_ha=0.2393 homo_ev=-6.79 relative_energy_kcal_mol=0.00
Ta 1.445727 -0.136728 -0.076037 1.62 0.49 -1.81
C -1.622536 -3.435360 -2.321528 0.48 -0.09 1.47
O -0.295825 -3.216563 -2.885946 0.76 0.94 0.54
C 0.495117 -2.344428 -2.195396 -1.49 -0.78 0.35
O 0.204363 -1.912767 -1.095403 -0.36 0.08 0.19
N 1.657523 -1.999736 -2.785390 -0.52 -0.15 -1.16
N 2.373243 -0.967721 -2.159541 -0.99 0.59 0.11
H -1.760346 -4.482182 -2.042370 0.55 0.05 0.07
H -2.358303 -3.248146 -3.059527 -0.46 0.60 -0.89
H -1.770583 -2.794995 -1.423432 0.07 -0.48 -0.78
H 1.720655 -2.088534 -3.791339 0.12 -0.08 0.16
H 2.545431 -0.188454 -2.788198 0.03 -0.11 -0.04
H 3.201129 -1.397928 -1.842168 1.51 -0.07 0.61
Cl 4.177169 -4.043387 1.294389 0.78 -0.64 -0.05
C 2.743855 -3.526365 2.056183 0.04 -0.91 0.29
C 2.163893 -4.246014 3.119526 0.34 -0.03 -0.45
C 0.980595 -3.869562 3.659564 0.11 0.04 0.11
Cl 0.163440 -4.965227 4.723658 -0.07 0.09 0.28
C 0.393916 -2.672129 3.225418 -1.04 -0.58 0.72
C -0.891887 -2.234935 3.679494 0.18 -0.32 0.13
C -1.524995 -1.211347 3.033117 -0.17 0.19 0.68
C -0.805433 -0.540955 2.023554 -2.33 1.45 -0.42
N 0.361591 -0.906911 1.652717 2.04 -0.51 -0.82
C 0.999918 -2.014891 2.171105 -1.07 0.94 -0.77
C 2.096875 -2.506787 1.415066 0.08 0.07 0.61
O 2.451408 -2.034696 0.265469 -0.48 0.24 0.49
H 2.568287 -5.181898 3.438339 0.54 -0.33 0.05
H -1.313794 -2.810625 4.520000 -0.03 0.53 -0.58
H -2.518659 -0.834865 3.304213 0.47 -0.30 -0.13
H -1.255760 0.320275 1.456035 0.45 -1.00 0.79
C 1.038211 3.906867 0.435704 1.73 -0.32 0.31
C -0.124218 3.369448 1.176858 -1.46 -1.09 2.06
C 0.318229 2.406362 2.317852 0.20 -0.45 -0.11
C -1.202727 2.891719 0.191180 1.24 -0.08 0.41
C -2.354247 3.636538 0.200300 0.10 0.51 1.01
C -3.253078 3.570446 -0.826081 -1.27 -0.10 -0.56
C -2.977315 2.738240 -1.903130 0.11 0.02 0.60
C -1.828025 1.936224 -1.931949 -0.36 0.30 -0.43
C -1.592431 1.211057 -3.248560 1.12 1.66 -0.85
C -2.009449 -0.212929 -3.222418 0.03 -1.38 -0.44
C -0.099869 1.293712 -3.754749 -0.37 0.35 1.58
C -0.947259 1.934014 -0.826925 0.55 -0.65 0.25
N 0.096723 1.012814 -0.665587 -0.45 0.81 0.07
H 1.797220 4.317802 1.140062 -0.55 -0.03 -0.53
H 0.678766 4.656591 -0.220836 -0.05 1.00 -0.74
H 1.546792 3.129938 -0.158525 -0.23 0.19 0.25
H -0.592385 4.188183 1.782177 0.21 -0.31 -0.83
H 1.117919 1.718542 1.989328 -0.66 -0.05 0.07
H -0.485218 1.897855 2.900714 0.34 0.21 -0.88
H 0.814719 2.975754 3.082293 0.35 0.71 0.37
H -2.472691 4.277421 1.086992 -0.29 -0.04 -0.68
H -4.192825 4.129355 -0.802304 0.34 -0.10 0.00
H -3.738214 2.663345 -2.677803 0.38 0.04 -0.23
H -2.197313 1.819099 -3.970521 0.40 -0.77 0.33
H -1.417565 -0.688564 -2.407191 -0.86 0.17 -0.32
H -1.696481 -0.738181 -4.178876 -0.63 0.51 0.89
H -3.108991 -0.271634 -3.069241 0.73 -0.44 0.03
H 0.402045 0.373168 -3.466271 0.07 -0.25 -0.06
H 0.455312 2.081676 -3.200894 -0.37 -0.21 -0.69
H -0.036344 1.400319 -4.825410 0.00 0.20 -0.35
C 5.402460 0.668191 0.119349 -0.32 0.26 -1.11
C 4.247737 1.154814 0.986759 0.10 -0.23 0.59
C 4.325201 2.655531 0.944154 -0.04 1.28 1.33
C 4.463960 0.663960 2.430105 0.58 -0.74 0.51
N 3.004642 0.688249 0.457141 -1.67 -0.47 -0.12
H 6.379685 1.064837 0.345840 0.31 0.18 0.74
H 5.230856 1.073565 -0.896793 -0.12 -0.62 0.16
H 5.450505 -0.406159 0.130996 0.01 -0.55 -0.24
H 5.244681 3.023914 1.423212 -0.04 -0.22 -0.01
H 3.492196 3.195131 1.471363 0.61 -0.72 -0.80
H 4.428986 2.908628 -0.091148 -0.48 0.70 -0.63
H 5.466162 1.037376 2.736264 -0.56 -0.21 0.05
H 4.508208 -0.467708 2.525157 -0.27 1.27 -0.28
H 3.717907 1.065024 3.145806 0.26 -0.23 -0.50
Br -5.192549 -4.339777 -0.005385 -0.22 -0.15 0.18
C -5.099325 -2.442476 -0.027869 0.58 -1.26 -0.54
C -5.586503 -1.787429 -1.136540 -0.29 0.78 -0.55
C -5.297181 -0.427733 -1.182994 -0.02 -0.25 -0.25
C -4.498056 0.144949 -0.221626 -0.19 0.56 1.01
N -4.005521 -0.527058 0.811017 0.34 -0.76 0.63
C -4.280546 -1.833050 0.905785 -0.35 0.86 -0.42
H -6.146170 -2.267164 -1.965458 0.40 0.19 0.92
H -5.635039 0.217196 -1.962515 -0.34 0.11 -0.58
H -4.319609 1.219674 -0.181981 0.15 -0.26 -0.37
H -3.867992 -2.413801 1.721600 0.08 0.13 0.04

---

12
Properties=species:S:1:pos:R:3:forces:R:3 method="wB97M-V/def2-TZVPD" charge=0 spin_multiplicity=1 gap_ha=0.2528 homo_ev=-9.13 relative_energy_kcal_mol=75.46
C 0.723624 -0.021610 0.694482 1.13 -2.41 -0.24
C -0.554650 -0.222187 -0.027671 -3.12 0.54 -2.99
N 1.333246 1.206369 0.282549 1.77 0.27 -1.18
O -0.949589 2.493078 -0.065360 0.45 -1.92 0.05
O -2.922172 0.705454 -0.463573 -0.06 0.62 -0.62
S 2.760597 1.212521 -0.369817 -0.91 -0.05 0.50
S -1.814193 1.072483 0.406246 1.22 0.60 0.51
H 0.587906 0.148969 1.768253 -0.19 -0.60 0.06
H 1.310071 -0.979623 0.435895 -0.09 1.57 0.89
H -0.533141 -0.181218 -1.212329 0.58 0.29 2.26
H -1.202046 -1.151809 0.063171 1.33 0.82 0.79
H 0.072997 2.284636 0.014811 -2.11 0.26 -0.04

---

15
Properties=species:S:1:pos:R:3:forces:R:3 method="wB97M-V/def2-TZVPD" charge=0 spin_multiplicity=1 gap_ha=0.3936 homo_ev=-10.27 smiles="C=O.CCC" relative_energy_kcal_mol=67.05
C -1.950377 -0.170844 1.586245 -1.29 4.45 0.84
O -2.382279 1.026875 1.640464 0.57 -5.16 -0.53
H -2.509940 -1.127372 1.347086 0.10 1.26 0.07
H -0.899784 -0.230917 1.868822 0.12 -0.89 -0.03
C 1.589573 -0.850944 -0.525647 1.68 -3.32 2.64
C 0.491833 -0.031122 -1.035860 -3.65 0.64 -1.12
C -0.024233 1.213996 -0.221164 2.71 0.72 -2.48
H 1.998575 -1.415024 -1.342916 0.85 0.12 -0.58
H 1.220765 -1.776868 0.054278 0.01 1.45 -0.31
H 2.447455 -0.532473 0.176486 -1.40 0.47 -1.45
H -0.441758 -0.686019 -1.156131 0.98 0.33 0.86
H 0.545524 0.098038 -2.125504 0.81 1.00 0.22
H -0.981875 1.566457 -0.766406 1.30 -0.51 2.00
H 0.114769 0.848257 0.802058 -1.22 0.85 -0.13
H 0.781751 2.067959 -0.301812 -1.57 -1.41 -0.02

---

40
Properties=species:S:1:pos:R:3:forces:R:3 method="wB97M-V/def2-TZVPD" charge=0 spin_multiplicity=1 gap_ha=0.3263 homo_ev=-8.53 smiles="CCOC(=O)Cc1nnc(NC(=O)CSc2nc3ccccc3[nH]2)s1" relative_energy_kcal_mol=1.61
C -2.008946 0.183486 2.964919 0.42 -0.02 0.11
C -0.839910 -0.062024 3.903184 -0.48 -0.21 0.32
O 0.379211 0.097269 3.172191 -0.14 0.38 -0.21
C 1.375730 -0.754331 3.409333 0.66 -0.14 0.18
O 1.369904 -1.603824 4.256439 -0.03 -0.05 0.08
C 2.508647 -0.506559 2.429069 0.01 0.01 0.30
C 2.103536 -0.943179 1.065882 -0.91 -0.10 -0.27
N 2.926109 -1.147159 0.100383 1.05 0.35 1.16
N 2.348810 -1.483733 -1.046250 -0.56 -0.37 -1.61
C 1.062179 -1.544201 -0.961361 -0.28 0.07 1.15
N 0.243251 -1.770056 -2.037357 0.00 -0.53 -0.24
C -1.111381 -1.647737 -1.919501 0.29 -0.41 -0.37
O -1.658905 -1.626733 -0.839714 -0.29 -0.05 0.03
C -1.852425 -1.484301 -3.225749 -0.21 0.51 0.05
S -2.775892 0.100049 -3.126412 -0.19 -0.13 -0.21
C -1.604307 0.993590 -2.185222 0.02 -0.08 -0.29
N -0.317564 0.914053 -2.357895 -0.19 0.07 -0.51
C 0.229850 1.636850 -1.326091 -0.37 0.38 0.55
C 1.562241 1.844161 -0.989094 -0.11 0.05 0.01
C 1.819838 2.574848 0.151653 0.21 -0.03 -0.05
C 0.792451 3.103238 0.935618 -0.11 0.06 0.10
C -0.536503 2.921067 0.608245 -0.11 0.08 0.07
C -0.805780 2.173596 -0.525158 0.67 0.03 -0.12
N -1.972844 1.750678 -1.114148 -0.11 0.03 -0.02
S 0.422933 -1.193603 0.621717 0.94 -0.01 -0.39
H -2.941364 0.097503 3.515432 -0.11 0.00 0.05
H -2.004194 -0.541449 2.154897 -0.07 -0.05 -0.07
H -1.933321 1.179723 2.537748 -0.06 0.11 -0.07
H -0.867596 -1.071186 4.326358 0.01 0.21 -0.03
H -0.835193 0.665187 4.722534 0.05 -0.14 -0.08
H 2.726620 0.564352 2.402358 -0.01 -0.02 0.03
H 3.401155 -1.050172 2.741201 -0.14 0.05 0.02
H 0.698628 -1.726644 -2.938573 -0.15 0.13 0.08
H -1.190155 -1.457675 -4.088469 -0.01 -0.09 0.05
H -2.615341 -2.252821 -3.343961 0.08 -0.03 0.02
H 2.354336 1.431037 -1.592396 0.10 -0.07 -0.06
H 2.844545 2.744594 0.447194 0.10 0.03 0.03
H 1.044468 3.667468 1.820904 0.01 0.05 0.08
H -1.329818 3.336559 1.211196 -0.05 0.06 0.10
H -2.914656 1.907599 -0.797620 0.06 -0.12 0.02

---

15
Properties=species:S:1:pos:R:3:forces:R:3 method="wB97M-V/def2-TZVPD" charge=0 spin_multiplicity=1 gap_ha=0.3268 homo_ev=-8.30 relative_energy_kcal_mol=119.79
O -3.587975 0.240435 -0.112119 -0.17 -1.19 0.28
C -2.711322 -0.586889 0.026625 -0.13 -0.45 -0.81
N -1.399798 -0.216738 0.053291 3.14 -3.87 0.48
N -1.015292 1.048147 0.070531 -0.08 2.60 1.07
C 0.219063 1.327869 -0.117418 -3.84 2.08 -0.49
C 1.229409 0.416734 -0.593007 -0.20 0.47 0.61
C 1.737730 -0.196323 0.635403 3.61 0.60 1.87
N 1.152928 -1.042477 -0.297326 -1.72 0.03 -1.76
H -2.820683 -1.779641 -0.016292 0.02 2.31 0.38
H -0.488767 -0.888131 0.230534 -3.22 0.96 -1.13
H 0.401867 2.449776 0.149231 0.42 -2.19 -0.98
H 1.875537 1.018083 -1.205393 1.01 -1.07 -0.73
H 2.860508 -0.020974 0.516384 -1.28 -0.84 1.62
H 1.085774 0.055535 1.564070 1.90 -0.78 -1.24
H 1.461027 -1.825402 -0.904514 0.54 1.35 0.82